1.
16 unconnected molecules or ions with the total composition H32O16, computed with wB97M-V/def2-TZVPD.

Summary:
- HOMO energy (eV) = -9.8
- energy relative to the best compared isomer or geometry (same formula, charge and spin) (kJ/mol) = 473.2
- LUMO energy (eV) = -0.39

Each atom is followed by the atoms it is bonded to, with distances in Å.
Cartesian coordinates (Å):
1 O 1.82637 -1.03367 -1.88544  H2 0.937, H3 0.950
2 H 2.18737 -0.33567 -2.39644  O1 0.937
3 H 2.48837 -1.15867 -1.21544  O1 0.950
4 O -0.73963 -1.08367 2.23056  H5 0.939, H6 0.969
5 H -0.16563 -1.70867 1.82856  O4 0.939
6 H -1.63163 -1.44767 2.12956  O4 0.969
7 O -0.30863 0.08233 -0.36944  H8 0.966, H9 0.932
8 H -0.21163 -0.24167 0.53556  O7 0.966
9 H 0.16737 -0.58767 -0.80944  O7 0.932
10 O 1.28237 -2.15467 0.86256  H11 0.963, H12 0.955
11 H 2.23437 -2.01267 0.83456  O10 0.963
12 H 1.20637 -2.89867 0.26856  O10 0.955
13 O 2.20537 0.72533 1.52456  H14 0.926, H15 0.987
14 H 2.62637 1.20533 2.19556  O13 0.926
15 H 2.52137 1.21333 0.72756  O13 0.987
16 O 1.14337 -3.89767 -1.42944  H17 0.989, H18 0.985
17 H 0.74337 -3.13567 -1.91744  O16 0.989
18 H 0.41037 -4.55167 -1.49944  O16 0.985
19 O 0.14337 1.63633 -2.64044  H20 0.967, H21 0.942
20 H -0.00063 0.96133 -1.96344  O19 0.967
21 H -0.53063 2.27833 -2.49344  O19 0.942
22 O -2.71063 0.44033 -2.41744  H23 0.939, H24 0.952
23 H -2.48763 0.85833 -1.60644  O22 0.939
24 H -2.10163 -0.28067 -2.54444  O22 0.952
25 O -1.94863 -2.56467 0.12456  H26 0.964, H27 0.959
26 H -1.58263 -2.21067 -0.69344  O25 0.964
27 H -1.52463 -3.41667 0.24256  O25 0.959
28 O -2.56463 1.20933 2.87356  H29 0.956, H30 0.943
29 H -1.75063 1.39033 2.40556  O28 0.956
30 H -2.34263 1.33833 3.78056  O28 0.943
31 O 1.19837 -0.46067 3.96056  H32 0.941, H33 0.945
32 H 0.47337 -0.42367 3.36256  O31 0.941
33 H 0.83537 -0.88967 4.72056  O31 0.945
34 O -0.09063 2.05233 2.10056  H35 0.949, H36 0.964
35 H 0.21637 2.91433 2.35056  O34 0.949
36 H 0.72337 1.55033 1.97756  O34 0.964
37 O 0.10937 3.57033 -0.49344  H38 0.984, H39 0.948
38 H 0.63837 2.74233 -0.44544  O37 0.984
39 H 0.39737 4.01433 -1.28044  O37 0.948
40 O 2.17337 1.89533 -0.86244  H41 0.968, H42 0.929
41 H 1.57237 1.94133 -1.62044  O40 0.968
42 H 2.47537 2.77333 -0.89644  O40 0.929
43 O -1.07263 -1.79267 -2.51644  H44 0.971, H45 0.964
44 H -1.65263 -2.41567 -2.98344  O43 0.971
45 H -0.41963 -1.50767 -3.16544  O43 0.964
46 O -2.39063 1.78133 -0.19144  H47 0.973, H48 0.950
47 H -2.03363 2.50933 -0.72944  O46 0.973
48 H -1.73763 1.12733 0.02956  O46 0.950

---

2.
16 unconnected molecules or ions with the total composition H32O16, computed with wB97M-V/def2-TZVPD.

Summary:
- HOMO energy (eV) = -9.6
- energy relative to the best compared isomer or geometry (same formula, charge and spin) (kJ/mol) = 610.5
- LUMO energy (eV) = -0.72

Each atom is followed by the atoms it is bonded to, with distances in Å.
Cartesian coordinates (Å):
1 O -10.07713 2.76808 -6.88866  H2 0.964, H3 0.955
2 H -10.26777 1.91691 -6.47714  O1 0.964
3 H -10.93399 3.08571 -7.16446  O1 0.955
4 O -11.97548 -2.04369 -11.22100  H5 0.986, H6 0.930
5 H -11.25946 -2.54694 -11.67514  O4 0.986
6 H -11.55075 -1.32545 -10.80940  O4 0.930
7 O -11.02284 4.40908 -12.61558  H8 0.970, H9 0.965
8 H -11.07598 5.08545 -11.92201  O7 0.970
9 H -11.91630 4.06051 -12.50843  O7 0.965
10 O -14.57597 0.31134 -9.31266  H11 0.948, H12 0.932
11 H -14.68222 0.28602 -8.37113  O10 0.948
12 H -14.28840 -0.54397 -9.54507  O10 0.932
13 O -8.31250 1.78747 -9.46637  H14 0.939, H15 0.938
14 H -8.93866 1.26760 -9.93476  O13 0.939
15 H -7.53479 1.80132 -9.99051  O13 0.938
16 O -12.17703 2.39164 -10.31668  H17 0.959, H18 0.962
17 H -11.62634 1.62826 -10.50000  O16 0.959
18 H -12.57943 2.25440 -9.45379  O16 0.962
19 O -15.31910 2.49415 -10.70368  H20 0.935, H21 0.992
20 H -15.02420 1.80036 -10.15056  O19 0.935
21 H -14.52806 2.71783 -11.25887  O19 0.992
22 O -10.76597 -0.04383 -9.88222  H23 0.986, H24 0.976
23 H -10.06499 -0.73769 -9.86435  O22 0.986
24 H -11.30613 -0.08147 -9.07024  O22 0.976
25 O -9.92445 4.00846 -9.82615  H26 0.957, H27 0.975
26 H -9.25083 3.41439 -9.49513  O25 0.957
27 H -10.79742 3.57332 -9.82959  O25 0.975
28 O -13.00331 5.03586 -9.39459  H29 0.927, H30 0.920
29 H -12.98710 4.22947 -9.85117  O28 0.927
30 H -12.56812 5.55715 -10.01562  O28 0.920
31 O -13.00574 2.20714 -7.62766  H32 0.935, H33 0.969
32 H -13.15817 1.45144 -7.09905  O31 0.935
33 H -13.18407 2.86980 -6.94354  O31 0.969
34 O -15.29979 3.30922 -7.77142  H35 0.962, H36 0.955
35 H -15.25095 4.19185 -7.39171  O34 0.962
36 H -14.42377 2.94388 -7.88118  O34 0.955
37 O -13.69154 3.86800 -12.42042  H38 0.973, H39 0.957
38 H -13.89135 3.43114 -13.26599  O37 0.973
39 H -13.88147 4.78186 -12.63075  O37 0.957
40 O -11.19301 0.53552 -13.83103  H41 0.999, H42 0.916
41 H -10.64986 1.11139 -13.22152  O40 0.999
42 H -10.55670 -0.00730 -14.20488  O40 0.916
43 O -9.77274 1.98289 -12.26487  H44 0.979, H45 0.960
44 H -9.38817 2.23922 -13.12794  O43 0.979
45 H -9.88351 2.86776 -11.90925  O43 0.960
46 O -13.35297 0.55183 -11.88527  H47 0.973, H48 0.931
47 H -13.21805 1.34099 -11.33286  O46 0.973
48 H -12.49826 0.39221 -12.21705  O46 0.931

---

3.
17 unconnected molecules or ions with the total composition H33O17, computed with wB97M-V/def2-TZVPD.

Summary:
- net charge = -1
- HOMO energy (eV) = -6.3
- energy relative to the best compared isomer or geometry (same formula, charge and spin) (kJ/mol) = 319.5
- LUMO energy (eV) = 1.98

Each atom is followed by the atoms it is bonded to, with distances in Å.
Cartesian coordinates (Å):
1 O 1.65075 -1.95058 -3.94121  H2 0.959, H3 0.949
2 H 2.16560 -1.14526 -3.86659  O1 0.959
3 H 1.80326 -2.71755 -3.40373  O1 0.949
4 O 0.33276 2.61466 0.41248  H5 0.954
5 H 0.00906 3.01221 -0.39224  O4 0.954
6 H 1.50897 1.49059 0.60128  O21 1.007
7 O 1.35777 4.89106 1.15990  H8 0.942, H9 0.956
8 H 1.91888 4.28578 0.70515  O7 0.942
9 H 0.44470 4.67831 0.97200  O7 0.956
10 O -1.96127 2.54740 1.50487  H11 0.955, H12 1.035
11 H -1.93297 3.09710 2.28514  O10 0.955
12 H -1.00398 2.52146 1.11252  O10 1.035
13 O 3.03413 0.97457 -4.09288  H14 0.954, H23 0.962
14 H 2.29505 1.50975 -4.36971  O13 0.954
15 O 0.98279 3.27600 4.17973  H16 0.912, H17 0.954
16 H 0.33166 2.67138 4.38527  O15 0.912
17 H 1.29143 3.43280 3.29032  O15 0.954
18 O -2.98693 -1.27550 1.64210  H19 0.942, H20 0.956
19 H -2.26679 -0.89644 2.11650  O18 0.942
20 H -2.79221 -1.23936 0.70659  O18 0.956
21 O 2.38989 1.03062 0.76439  H6 1.007, H22 0.950
22 H 2.82485 1.14815 1.60027  O21 0.950
23 H 2.96036 0.92616 -3.13520  O13 0.962
24 O 3.99061 -1.50128 -0.78808  H25 0.955, H26 0.970
25 H 3.21173 -2.04078 -0.66515  O24 0.955
26 H 3.65741 -0.74929 -0.27307  O24 0.970
27 O -5.59526 0.37668 0.59528  H28 0.963, H29 0.968
28 H -6.15742 -0.25112 1.06201  O27 0.963
29 H -4.77716 0.30221 1.10776  O27 0.968
30 O 1.11531 2.11359 -2.13755  H31 0.952, H32 0.959
31 H 0.19606 2.31417 -2.28286  O30 0.952
32 H 1.54183 2.26227 -1.29146  O30 0.959
33 O -2.51007 -2.83041 -1.83066  H34 0.965, H35 0.981
34 H -2.39166 -2.88181 -2.78666  O33 0.965
35 H -1.74723 -2.21937 -1.74645  O33 0.981
36 O -0.36982 -5.30771 0.01402  H37 0.970, H38 0.976
37 H 0.15982 -4.49616 0.05977  O36 0.970
38 H -1.14969 -4.78710 0.28317  O36 0.976
39 O 1.18637 -0.46583 3.97470  H40 0.969, H41 0.967
40 H 0.26610 -0.23531 4.17167  O39 0.969
41 H 0.89247 -1.27797 3.53912  O39 0.967
42 O -2.10225 0.81084 -3.72584  H43 0.959, H44 0.958
43 H -3.01748 0.89550 -3.45264  O42 0.959
44 H -1.82970 -0.10466 -3.79960  O42 0.958
45 O -0.82266 -0.97331 -0.11668  H46 0.970, H47 0.971
46 H -1.22432 -0.10829 -0.29528  O45 0.970
47 H 0.08061 -0.68141 -0.31919  O45 0.971
48 O 1.15599 -3.96735 2.20407  H49 0.966, H50 0.955
49 H 0.94216 -4.45659 1.39901  O48 0.966
50 H 0.94049 -4.62282 2.86364  O48 0.955

---

4.
17 unconnected molecules or ions with the total composition H34O17, computed with wB97M-V/def2-TZVPD.

Summary:
- HOMO energy (eV) = -10.2
- energy relative to the best compared isomer or geometry (same formula, charge and spin) (kJ/mol) = 347.8
- LUMO energy (eV) = -0.25

Each atom is followed by the atoms it is bonded to, with distances in Å.
Cartesian coordinates (Å):
1 O 0.05263 -4.25713 0.53300  H2 0.971, H3 0.958
2 H -0.11158 -3.96346 -0.37817  O1 0.971
3 H 0.53335 -5.08538 0.50000  O1 0.958
4 O -2.36259 -1.02582 -2.89203  H5 0.929, H6 0.960
5 H -3.15134 -0.75355 -3.30098  O4 0.929
6 H -1.82246 -0.28765 -2.60078  O4 0.960
7 O 3.14874 -2.29794 -1.92951  H8 0.963, H9 0.956
8 H 3.94299 -1.96169 -2.35726  O7 0.963
9 H 2.48376 -1.64756 -2.14900  O7 0.956
10 O 3.54200 0.66542 1.70994  H11 0.959, H12 0.980
11 H 3.18235 0.68556 0.82075  O10 0.959
12 H 3.59394 -0.29234 1.90911  O10 0.980
13 O 2.57651 3.83814 4.04972  H14 0.952, H15 0.941
14 H 2.41730 3.08985 4.61706  O13 0.952
15 H 2.29705 3.87013 3.15188  O13 0.941
16 O 0.38746 -3.27415 -1.87137  H17 0.962, H18 0.962
17 H -0.37244 -2.99985 -2.39344  O16 0.962
18 H 1.20516 -3.21460 -2.37470  O16 0.962
19 O -1.70996 -3.85157 2.49332  H20 0.955, H21 0.977
20 H -1.70683 -4.62160 3.05873  O19 0.955
21 H -1.05864 -3.87394 1.76608  O19 0.977
22 O -4.12621 -1.34394 1.33860  H23 0.965, H24 0.964
23 H -5.03110 -1.50860 1.62931  O22 0.965
24 H -4.15436 -1.71920 0.45065  O22 0.964
25 O -4.86396 2.95883 0.39551  H26 0.969, H27 0.964
26 H -3.93225 2.70299 0.46699  O25 0.969
27 H -4.88701 3.57039 -0.34961  O25 0.964
28 O -0.86521 0.04069 2.12870  H29 0.977, H30 0.969
29 H -0.69685 -0.40432 1.27494  O28 0.977
30 H -1.18062 -0.72111 2.63715  O28 0.969
31 O -3.94113 1.48798 -1.67999  H32 0.962, H33 0.937
32 H -4.04863 1.69354 -0.74621  O31 0.962
33 H -4.15194 0.65222 -2.04850  O31 0.937
34 O 1.34304 4.98557 -1.68198  H35 0.938, H36 0.960
35 H 1.72684 5.39070 -0.92831  O34 0.938
36 H 0.48074 5.35354 -1.88975  O34 0.960
37 O -1.27417 2.23578 0.77689  H38 0.961, H39 0.953
38 H -0.53504 2.70098 0.37671  O37 0.961
39 H -0.92494 1.94340 1.61429  O37 0.953
40 O 3.90688 -1.89813 2.07205  H41 0.962, H42 0.962
41 H 3.22950 -2.47827 2.43282  O40 0.962
42 H 4.59956 -2.47090 1.72791  O40 0.962
43 O 1.41324 -0.50072 -3.17178  H44 0.956, H45 0.955
44 H 1.84040 0.10561 -3.77444  O43 0.956
45 H 0.46278 -0.40984 -3.16805  O43 0.955
46 O 1.79585 2.38221 -2.01540  H47 0.957, H48 0.958
47 H 1.19537 2.94159 -1.52249  O46 0.957
48 H 1.80964 2.71061 -2.91569  O46 0.958
49 O 0.99840 -0.03682 0.34522  H50 0.967, H51 0.967
50 H 1.77270 -0.55718 0.59871  O49 0.967
51 H 1.16109 0.05490 -0.60399  O49 0.967

---

5.
17 unconnected molecules or ions with the total composition H34O17, computed with wB97M-V/def2-TZVPD.

Summary:
- net charge = +1
- HOMO energy (alpha / beta) (eV) = -13.4 / -13.4
- energy relative to the best compared isomer or geometry (same formula, charge and spin) (kJ/mol) = 133.4
- 2S+1 = 2
- expectation value of S² = 0.7571
- LUMO energy (alpha / beta) (eV) = -3.88 / -10.62

Each atom is followed by the atoms it is bonded to, with distances in Å.
Cartesian coordinates (Å):
1 O -2.07690 4.50630 1.46318  H2 0.972, H3 0.983
2 H -2.14690 4.13397 0.56828  O1 0.972
3 H -1.76725 5.38151 1.14050  O1 0.983
4 O -3.91452 -1.77989 1.85554  H5 0.951, H6 0.959
5 H -3.25246 -1.43575 1.26568  O4 0.951
6 H -4.46379 -2.49794 1.53636  O4 0.959
7 O -2.35555 0.72661 -0.41226  H8 0.963, H9 0.971
8 H -3.29454 0.84532 -0.23686  O7 0.963
9 H -1.95029 0.10188 0.21072  O7 0.971
10 O 0.11992 0.30448 -0.65577  H11 0.975, H12 0.948
11 H -0.78442 0.57273 -0.90270  O10 0.975
12 H 0.53272 1.08532 -0.31191  O10 0.948
13 O 0.76151 -1.76541 0.68781  H14 1.003, H15 0.973
14 H 0.37893 -1.01526 0.14324  O13 1.003
15 H 1.22409 -2.29724 0.01731  O13 0.973
16 O -1.29279 -3.51688 -0.60637  H17 1.002, H18 0.977
17 H -0.82015 -2.68323 -0.89745  O16 1.002
18 H -0.73520 -3.52287 0.19575  O16 0.977
19 O 1.26170 -4.40530 -0.74620  H20 0.957, H21 0.983
20 H 1.15327 -4.52875 0.19683  O19 0.957
21 H 1.46063 -5.21488 -1.26788  O19 0.983
22 O -0.60658 -4.76128 3.23021  H23 0.945, H24 0.967
23 H -1.36803 -4.23244 3.04484  O22 0.945
24 H 0.07822 -4.30075 2.72588  O22 0.967
25 O 2.25432 2.77870 0.74698  H26 0.958, H27 0.973
26 H 1.68430 2.17533 1.22573  O25 0.958
27 H 2.46649 3.52155 1.33879  O25 0.973
28 O 0.14538 3.66692 -4.27775  H29 0.955, H30 0.980
29 H -0.52701 3.37659 -3.66514  O28 0.955
30 H 0.86896 3.01015 -4.20251  O28 0.980
31 O -1.66817 3.03676 4.14902  H32 0.987, H33 0.965
32 H -1.77600 3.14623 3.17361  O31 0.987
33 H -2.62013 2.96107 4.29115  O31 0.965
34 O -1.25678 -1.44767 -2.47033  H35 0.952, H36 0.955
35 H -0.42207 -1.08386 -2.74727  O34 0.952
36 H -1.99734 -0.85426 -2.57610  O34 0.955
37 O 4.90566 -3.11056 0.95747  H38 0.980, H39 0.970
38 H 4.01612 -3.10875 1.36964  O37 0.980
39 H 5.37714 -2.55113 1.59477  O37 0.970
40 O 2.24929 3.52091 -1.92962  H41 1.003, H42 0.961
41 H 2.77173 3.65818 -1.08507  O40 1.003
42 H 1.71288 4.31619 -1.87186  O40 0.961
43 O -2.88941 3.26537 -1.81449  H44 0.972, H45 0.971
44 H -1.92403 3.24208 -1.92749  O43 0.972
45 H -3.03841 3.18442 -0.85849  O43 0.971
46 O 2.38450 0.57884 -3.24719  H47 0.981, H48 0.952
47 H 2.83582 -0.29033 -3.30861  O46 0.981
48 H 3.01463 1.28265 -3.36159  O46 0.952
49 O 1.94588 -3.07294 2.73862  H50 0.988, H51 0.980
50 H 1.45112 -2.52376 2.08380  O49 0.988
51 H 1.89350 -2.37892 3.42917  O49 0.980

---

Record order is preserved below.
Max |F|: 2.50 2.99 3.93 2.56 2.00 eV/Å